Molecular formula: C4H8ClNO2
Method: DFT, the ωB97M-V functional and the def2-TZVPD basis

Geometry as XYZ:
```
16
Properties=species:S:1:pos:R:3:forces:R:3:mulliken_charge:R:1
C 0.2310 0.9293 -1.0930 -0.17 -0.96 0.62 -1.376
C 0.3041 -0.2270 -0.0429 -0.51 -0.15 0.05 0.815
C 0.0828 0.2263 1.4070 2.37 1.81 -1.47 -1.324
C -0.5860 -1.4536 -0.3622 0.35 0.01 -1.59 -0.687
Cl -2.3085 -0.9965 -0.2354 0.18 -0.27 -0.09 -0.178
N 1.6558 -0.8607 -0.1801 1.12 -0.76 0.56 0.945
O 1.8895 -1.7902 0.5840 0.17 0.41 -0.32 -0.583
O 2.4153 -0.4833 -1.0474 -0.19 -0.03 0.17 -0.589
H 0.1844 0.3241 -2.0554 -0.21 1.94 0.69 0.306
H -0.5824 1.5751 -0.7573 -1.05 -0.69 -0.87 0.436
H 0.9936 1.7445 -1.0230 0.38 -1.55 -0.25 0.380
H 0.6645 -0.3580 2.1190 0.19 0.21 -0.17 0.352
H -0.9294 0.2030 1.7276 -0.89 0.32 -0.14 0.342
H 0.5020 1.2725 1.1986 -0.76 -0.98 1.92 0.373
H -0.3633 -1.7133 -1.4568 -0.58 -0.09 1.58 0.390
H -0.3408 -2.2935 0.3308 -0.40 0.79 -0.69 0.396
```
Positions in Å, forces in eV/Å.

Values from the calculation:
* E_HOMO: -11.116 eV
* energy relative to the best compared isomer or geometry (same formula, charge and spin): 73.7 kcal per mole
* E: -22381.9088 eV
* SMILES: CC(C)(CCl)[N+](=O)[O-]
* E_LUMO: 0.1 eV
* frontier orbital gap: 11.2 eV